DFT (ωB97M-V with the def2-TZVPD basis set) results for the ion C4H10NO3S with charge +1.

Summary:
Maximum force = 0.0803 hartree/bohr
Energy above the lowest of the compared OMol25 structures with the same formula, charge and spin = 75.35 kcal per mole
Molecular weight = 152.20 g/mol
Total charge = +1
Lowest unoccupied orbital energy = -5.145 eV
Gap between HOMO and LUMO = 10.52 eV

The geometry in XYZ format:
```
19
Properties=species:S:1:pos:R:3:forces:R:3:nbo_charge:R:1
S -0.43952 -0.32975 -0.39597 -1.81 -3.59 -0.91 2.074
O -0.68178 -1.26593 -1.46954 0.38 0.86 0.47 -0.852
O -1.76473 -0.11298 0.46709 2.72 0.20 1.25 -0.713
O -3.93755 -0.44761 0.64662 1.84 0.62 -0.77 -0.072
N -3.17901 -0.07543 -0.11193 -3.37 -0.33 -0.83 0.492
C -0.23834 2.29914 -0.07648 2.37 -2.02 1.39 -0.615
C 0.16521 1.19695 -1.00618 2.50 0.17 -0.79 -0.680
C 0.51611 -1.19558 0.88629 0.75 -0.53 -0.69 -0.616
C 1.83595 -1.71593 0.37275 2.92 1.30 -2.54 -0.653
H 0.07495 -2.19236 1.08748 -1.26 1.16 0.00 0.308
H -0.10144 1.37588 -2.05711 -0.70 -0.70 0.29 0.312
H -0.48153 1.89114 0.91246 0.89 0.53 0.16 0.226
H 2.51792 -1.08688 -0.37681 -1.57 -0.53 1.95 0.232
H 1.80406 -2.62101 -0.21567 -0.86 -0.38 -0.02 0.250
H -1.08112 2.76964 -0.32311 -3.35 1.85 -1.54 0.234
H 0.60050 -0.58823 1.76907 -0.08 0.32 0.30 0.265
H 1.34373 1.13079 -1.15127 -2.28 -0.37 0.88 0.301
H 2.45531 -1.97607 1.21427 0.28 0.18 0.43 0.260
H 0.59128 2.94423 -0.17195 0.61 1.26 0.96 0.249
```
Positions in Å, forces in eV/Å.